Density functional theory data (the ωB97M-V functional and the def2-TZVPD basis) for a structure of composition C34H28BBrF4GaO2P in a non-equilibrium geometry.

```
72
C34H28BBrF4GaO2P (the ωB97M-V functional and the def2-TZVPD basis)
Br 1.050 -3.003 -0.122
Ga 0.187 -0.148 0.234
P -1.946 -1.475 -0.038
F -1.663 -7.387 0.153
F -4.052 -6.115 0.151
F -4.128 -3.396 0.069
F 0.637 -5.966 0.024
O 2.957 0.869 -0.996
O 2.906 -0.408 0.898
C 7.937 -0.772 1.190
C -3.386 -1.519 -3.838
C 4.249 -0.216 0.527
C 6.621 0.443 -0.597
C -3.600 0.723 -2.977
C -4.053 -0.548 1.626
C -1.599 1.971 1.108
C 5.469 0.902 -1.217
C -3.898 -0.743 4.022
C -3.124 0.300 -1.749
C 7.739 -1.632 2.440
C 1.093 2.623 1.437
C -2.649 -1.346 3.909
C -0.529 -5.346 0.022
C 0.425 2.999 0.278
C -2.966 -4.040 0.049
C -2.810 -1.156 1.517
C -1.708 -6.080 0.091
C -0.922 1.572 2.266
C -3.719 -0.185 -4.022
C -2.095 -1.538 2.656
C -2.795 -1.047 -1.562
C -0.922 2.679 0.114
C 8.735 -1.594 0.166
C 6.615 -0.336 0.570
C -2.936 -5.425 0.098
C 4.276 0.557 -0.624
C -2.919 -1.958 -2.609
C 0.426 1.907 2.427
C -0.582 -3.965 -0.039
C 5.389 -0.676 1.143
C 8.734 0.481 1.587
C -4.587 -0.334 2.890
C -1.796 -3.289 -0.025
B 2.218 0.276 -0.052
H -4.342 -0.604 4.998
H 7.194 -2.550 2.211
H 0.927 3.610 -0.461
H 8.179 -2.485 -0.129
H 5.321 -1.271 2.041
H -3.464 -2.218 -4.659
H 5.508 1.506 -2.112
H -5.546 0.156 2.984
H 7.568 0.711 -1.045
H -3.855 1.763 -3.124
H -1.467 1.114 3.081
H -1.468 3.069 -0.736
H -4.074 0.153 -4.986
H -2.645 -2.997 -2.479
H -4.603 -0.270 0.736
H 8.964 -1.020 -0.731
H -2.672 1.834 1.047
H -1.121 -2.012 2.557
H 8.957 1.111 0.727
H 2.109 2.957 1.605
H 8.713 -1.917 2.835
H 7.214 -1.086 3.226
H 8.179 1.075 2.315
H 9.679 0.184 2.041
H -2.113 -1.658 4.794
H -2.994 1.000 -0.933
H 9.678 -1.912 0.611
H 0.923 1.679 3.361
```

Summary:
**ΔE to the lowest compared entry with this formula, charge and spin**: 0.880 eV
**E_tot**: -183047.524 eV
**Net charge**: +2
**Molar mass**: 736.0 g/mol